# C6H5BrClF

A single C6H5BrClF molecule at a distorted geometry (ωB97M-V/def2-TZVPD, the OMol25 dataset).

Each atom is followed by the atoms it is bonded to, with distances in Å.
Atoms and positions in Å:
1 Br 2.576 1.257 -0.662  C5 1.952
2 Cl 1.585 -3.023 -0.251  C8 1.613
3 F 2.102 0.053 1.690  C5 1.266
4 C -0.587 -1.468 -0.964  C8 1.352, C9 1.534, H11 1.083
5 C 1.424 0.580 0.761  Br1 1.952, F3 1.266, C6 1.494
6 C 0.039 1.102 0.960  C5 1.494, C7 1.509, H10 1.173, H13 1.109
7 C -1.062 0.903 -0.052  C6 1.509, C9 1.328, H14 1.005
8 C 0.675 -1.725 -0.555  Cl2 1.613, C4 1.352
9 C -1.275 -0.098 -0.898  C4 1.534, C7 1.328, H12 1.120
10 H 0.223 2.253 1.099  C6 1.173
11 H -1.206 -2.232 -1.419  C4 1.083
12 H -2.186 -0.031 -1.546  C9 1.120
13 H -0.513 0.835 1.884  C6 1.109
14 H -1.794 1.592 -0.046  C7 1.005

As for the HOMO energy (spin up / spin down): -7.3800 / -7.3801 eV. The value obtained for the total energy is -91579.502 eV. Its spin multiplicity is 1. The calculation puts the molar mass at 211.461 g mol⁻¹.

***

# O5S2

An isolated ion of composition O5S2 and charge -2 at a distorted geometry (ωB97M-V/def2-TZVPD, the OMol25 dataset).

Each atom is followed by the atoms it is bonded to, with distances in Å.
Atoms and positions in Å:
1 S -0.776 -0.431 -0.987  O3 1.736, O4 1.478, O7 1.504
2 S 0.636 0.874 1.236  O3 1.708, O5 1.499, O6 1.491
3 O 0.404 0.724 -0.449  S1 1.736, S2 1.708
4 O -0.019 -1.701 -0.960  S1 1.478
5 O -0.731 0.772 1.842  S2 1.499
6 O 1.530 -0.214 1.729  S2 1.491
7 O -1.043 -0.025 -2.410  S1 1.504

As for the HOMO energy: 0.5098 eV. Its charge is -2. The value obtained for the total energy is -31907.241 eV. Its spin multiplicity is 1. The energy above the lowest of the compared OMol25 structures with the same formula, charge and spin comes out at 0.1297 eV. The calculation puts the molar mass at 144.129 g mol⁻¹.

***

# C4H5N3

A single C4H5N3 molecule at a distorted geometry (ωB97M-V/def2-TZVPD, the OMol25 dataset).

Each atom is followed by the atoms it is bonded to, with distances in Å.
Atoms and positions in Å:
1 N 0.733 1.284 -0.439  C4 1.265, C5 1.401
2 N 1.610 -0.408 0.906  C5 1.269, H11 1.020
3 N -1.601 -1.148 1.607  C7 1.156
4 C -0.146 0.699 -1.137  N1 1.265, C6 1.524, H12 1.093
5 C 1.183 0.781 0.789  N1 1.401, N2 1.269, H8 1.095
6 C -0.961 -0.560 -0.865  C4 1.524, C7 1.466, H9 1.097, H10 1.094
7 C -1.288 -0.871 0.530  N3 1.156, C6 1.466
8 H 1.200 1.545 1.573  C5 1.095
9 H -0.414 -1.413 -1.285  C6 1.097
10 H -1.901 -0.483 -1.420  C6 1.094
11 H 1.945 -0.562 1.857  N2 1.020
12 H -0.361 1.137 -2.116  C4 1.093

As for the HOMO energy: -10.1087 eV. As for the SMILES: [H]/N=C/N=C\CC#N. The value obtained for the total energy is -8697.890 eV. Its spin multiplicity is 1. The energy above the lowest of the compared OMol25 structures with the same formula, charge and spin comes out at 1.9221 eV. The calculation puts the molar mass at 95.105 g mol⁻¹.